111
Properties=species:S:1:pos:R:3 method="wB97M-V/def2-TZVPD" e_homo_ha="-0.0969 / -0.1007" gap_ha="0.182 / 0.186" total_charge=-1 spin_multiplicity=4 e_tot_ev=-232990.47037
As -1.13403 -0.54282 1.63010
Cr -0.03743 -0.94958 -0.61283
Cl 2.44974 -7.05351 -0.18160
Cl 2.03709 -4.94700 -2.46900
Cl 1.56103 -6.39995 2.75893
Cl 0.25046 -3.63307 3.44235
S -1.35235 -0.21400 -2.64278
S 2.08491 -1.25033 -1.79197
S 0.17326 0.98884 0.89195
O -0.00377 -1.83206 1.01333
O 0.74860 -2.38539 -1.47589
N -0.42480 2.05721 -2.37990
N 2.94457 -0.79392 -4.11509
N 2.17797 2.40049 1.47330
N 1.65650 2.14158 -0.70980
N -2.62873 1.95027 -2.85909
N 1.84633 0.86365 -3.04239
C 1.32380 -5.21240 1.49123
C -2.85494 1.72256 1.22390
C 0.52740 -2.97248 0.77472
C 3.56718 -3.19988 -3.51747
C 0.93398 -3.27145 -0.57033
C 1.30816 1.84322 0.57298
C -2.14096 -3.07896 2.63911
C -1.57156 1.59233 3.27909
C 2.87341 0.30951 -4.90743
C -0.89367 3.31041 -2.44162
C -3.40628 2.93590 1.65401
C 2.20129 1.31714 -4.25213
C 0.61067 -1.26219 3.79784
C -2.12014 2.80874 3.71603
C 1.52637 -4.54773 -0.82699
C 1.71869 -5.50277 0.18483
C 2.82397 -2.58832 -5.81429
C -2.23842 3.24821 -2.73542
C -4.50089 2.20118 -4.46480
C -4.04768 1.56127 -3.13620
C -1.47784 1.23763 -2.64567
C -1.94305 1.05904 2.04876
C -4.75131 -2.22937 3.15963
C -4.94009 2.07968 -1.98682
C 2.30937 -0.41390 -2.96136
C -4.27737 0.03739 -3.24865
C 1.17640 -1.00469 5.05288
C 3.64232 1.69275 3.33662
C 2.24898 3.78285 3.53064
C 0.82818 0.15630 5.75987
C -0.65110 0.80410 3.95801
C 2.29376 2.34837 2.96551
C 5.05350 -1.79914 -4.94538
C -3.04106 3.47643 2.89647
C -3.07689 -3.97412 3.16627
C -0.30091 -0.34953 3.26155
C 3.58134 -2.07012 -4.57164
C -4.38152 -3.54911 3.42750
C 3.06581 3.07775 0.69661
C 2.74616 2.91705 -0.63347
C -3.81793 -1.33198 2.63203
C 1.17834 1.53625 3.66107
C 0.73856 -3.96844 1.77924
C -2.50026 -1.75028 2.37048
C -0.08799 1.06782 5.21688
B 0.99365 1.60501 -1.99389
H 5.61078 -1.42460 -4.06056
H -3.68725 -0.39317 -4.08520
H 1.96915 2.29969 -4.64279
H 3.26602 0.38197 -5.91303
H -3.13691 1.30349 0.26663
H -3.86658 1.83789 -5.30109
H -4.13646 -0.32076 2.43493
H 1.28430 4.26780 3.27004
H -4.62369 1.62512 -1.02277
H 5.13183 -1.04224 -5.75327
H -4.87167 3.18287 -1.88618
H 1.88462 -1.70356 5.47879
H 1.26907 0.34876 6.72944
H 5.54601 -2.72746 -5.30822
H -6.00701 1.82195 -2.16287
H 3.27657 -3.53033 -6.19309
H -5.10595 -4.24186 3.83583
H 4.49896 2.26123 2.91842
H -5.34759 -0.18071 -3.45714
H 3.07354 4.40339 3.12229
H -5.56000 1.94503 -4.68544
H -2.88909 4.10716 -2.83198
H -4.42629 3.30785 -4.42553
H 2.35433 3.77445 4.63748
H -4.11702 3.45774 1.02643
H 4.12888 -2.90138 -2.60701
H 3.28899 3.31562 -1.48133
H -3.47171 4.41422 3.22292
H 3.77346 1.64686 4.43973
H 0.88054 -2.15723 3.25297
H -1.85035 3.24272 4.66876
H 0.17978 1.97898 3.46021
H 3.91320 3.64131 1.06342
H 2.84545 -1.84758 -6.64054
H -0.31029 4.20457 -2.26265
H -5.76293 -1.90058 3.36050
H 1.76079 -2.78816 -5.55768
H 1.50890 -0.45619 -0.13160
H 4.05722 -4.11355 -3.91925
H 2.52802 -3.48677 -3.25050
H 1.32279 1.54131 4.76351
H -4.02633 -0.47741 -2.29710
H -1.13414 -3.42087 2.43948
H 1.19779 0.47246 3.34237
H -2.79076 -4.99747 3.37193
H 0.62968 0.66247 -1.47209
H -0.34421 1.95569 5.77781
H 3.68682 0.65685 2.93521


44
Properties=species:S:1:pos:R:3 method="wB97M-V/def2-TZVPD" e_homo_ha=-0.2032 gap_ha=0.281 total_charge=-1 de_lowest_ev=0.0000 e_tot_ev=-51883.29002
Sn 0.45409 -2.83995 -2.12893
S 2.42146 -1.57100 0.37661
O 3.27301 -1.71701 -0.78154
O 2.79666 -2.23648 1.60574
O -1.66460 -3.95403 1.28550
O -3.47346 -3.82663 -3.48024
O -0.62084 -3.93061 -0.68904
O -1.23439 -3.62981 -3.40968
N 0.94275 -1.88248 -0.04961
N -1.47266 -1.38886 -1.95495
C -2.79217 0.21696 -0.72047
C -2.42970 -3.32223 -3.09697
C -0.85180 -3.47395 0.51568
C -0.41085 0.58800 -1.09473
C -3.83013 -1.69851 -1.72448
C -1.70265 2.15972 0.20161
C 2.15911 0.58865 2.07145
C 2.49723 0.17199 0.78992
C 2.95046 2.45346 0.18666
C 2.61771 2.88450 1.46649
C -0.01376 -2.27059 0.95898
C 2.21807 1.93135 2.40165
C -2.83409 1.41701 0.02587
C 2.68341 4.34146 1.83964
C -1.56127 -0.21333 -1.26031
C 2.89354 1.10658 -0.15466
C -3.93641 -0.58025 -0.96109
C -0.48363 1.74785 -0.37707
C -2.55948 -2.07684 -2.20566
H -4.66487 -2.33610 -1.97333
H 1.95687 2.24606 3.40631
H -3.77891 1.73325 0.45229
H 0.40763 2.34501 -0.24125
H 2.97841 4.95291 0.98726
H 3.17480 0.76404 -1.14028
H -0.73150 -1.46406 1.17148
H 0.46665 -2.53796 1.90343
H -1.73801 3.07381 0.78114
H 3.26839 3.18106 -0.55192
H 3.40558 4.51123 2.64069
H 0.51725 0.26362 -1.53297
H 1.87581 -0.15260 2.80902
H 1.71521 4.70187 2.19352
H -4.88891 -0.27709 -0.54175


17
Properties=species:S:1:pos:R:3 method="wB97M-V/def2-TZVPD" e_homo_ha=-0.3172 gap_ha=0.341 smiles="C=CN.O.O.O" total_charge=0 de_lowest_ev=1.2606 e_tot_ev=-9883.93924
O 1.23167 -1.44943 -2.08175
O 2.99737 0.35380 3.31094
O 0.86142 0.56482 0.62942
N -1.58836 -0.74941 -0.15548
C -2.28211 1.22961 -1.39033
C -2.41554 -0.06122 -1.09342
H -3.22077 -0.66322 -1.51344
H 1.12962 0.63895 1.55780
H 3.06141 0.85455 4.13081
H 3.90615 0.17132 3.05483
H -0.68815 -0.70352 -0.61017
H -2.54267 1.62929 -2.36314
H 2.06023 -1.78493 -1.71515
H 1.25229 -0.56983 -1.66274
H -1.75713 1.93961 -0.76252
H -0.06930 0.28404 0.65997
H -1.93613 -1.68442 0.00438


9
Properties=species:S:1:pos:R:3 method="wB97M-V/def2-TZVPD" e_homo_ha="-0.1574 / -0.1576" gap_ha="0.273 / 0.273" total_charge=-1 de_lowest_ev=2.8517 e_tot_ev=-90255.16432
Br -0.43358 -2.67600 0.44663
Cl -0.25891 0.88515 -2.09250
O -1.15681 2.39558 0.25621
O 0.05363 1.01548 1.55826
N -0.63086 0.38414 -0.53799
C 0.65246 -1.24505 -0.02029
C -0.53278 1.38031 0.54917
H 1.15719 -1.37251 -0.96504
H 1.14965 -0.76708 0.80555


For reference, F_max by record: 13.8; 0.4; 1.4; 4.6 eV Å⁻¹.